[1]
# C5H7Cl

C5H7Cl in the gas phase (ωB97M-V with the def2-TZVPD basis set, OMol25).

The relative energy (zero: lowest compared OMol25 entry of this formula, charge and spin) comes out at 415.6 kJ/mol. As for the LUMO energy: -0.314 eV. The gap between HOMO and LUMO is 8.797 eV.

Geometry as ORCA input:
```
! wB97M-V def2-TZVPD RIJCOSX def2/J DEFGRID3
* xyz 0 1
C 1.332 0.910 0.434
C 0.467 -1.452 0.161
C 0.244 -0.193 0.048
C 2.820 1.067 0.144
C -0.988 0.358 -0.599
Cl 3.465 -0.524 -0.169
H 0.824 1.847 0.438
H 1.533 0.854 1.502
H 1.360 -1.686 0.560
H -0.112 -2.387 -0.178
H -1.498 1.068 0.137
H -1.617 -0.465 -0.701
H -0.592 0.973 -1.445
*
```

[2]
# C5H7ClF3O5PS

A molecular structure, C5H7ClF3O5PS (ωB97M-V with the def2-TZVPD basis set, OMol25).

As for the LUMO energy: 0.125 eV. The gap between HOMO and LUMO is 10.633 eV.

Geometry as ORCA input:
```
! wB97M-V def2-TZVPD RIJCOSX def2/J DEFGRID3
* xyz 0 1
O 2.159 3.220 1.586
S 1.427 2.439 0.662
O 0.550 3.056 -0.278
O 0.684 1.268 1.399
C 0.481 0.148 0.460
C -0.903 0.264 -0.192
C -1.831 -0.868 0.279
C -3.177 -0.851 -0.434
F -4.187 -1.053 0.409
F -3.252 -1.812 -1.357
F -3.433 0.295 -1.066
C 1.657 0.337 -0.548
P 2.822 -1.062 -0.821
O 3.050 -1.422 0.751
Cl 1.275 -2.330 -1.342
O 2.428 1.470 -0.117
H 0.576 -0.737 1.091
H -0.812 0.240 -1.281
H -1.338 1.228 0.086
H -2.019 -0.761 1.350
H -1.379 -1.835 0.042
H 1.281 0.554 -1.560
H 3.941 -1.786 0.879
*
```

[3]
# C5H7ClFN

C5H7ClFN in the gas phase (ωB97M-V with the def2-TZVPD basis set, OMol25).

The relative energy (zero: lowest compared OMol25 entry of this formula, charge and spin) comes out at 437.7 kJ/mol. As for the LUMO energy: 0.916 eV. The gap between HOMO and LUMO is 9.915 eV.

Geometry as ORCA input:
```
! wB97M-V def2-TZVPD RIJCOSX def2/J DEFGRID3
* xyz 0 1
F -0.154 1.795 0.076
C 0.571 0.619 0.324
C -0.429 -0.180 1.230
C -1.396 -0.605 0.015
N -0.836 -0.202 -1.320
C 0.647 -0.129 -0.955
C 1.798 0.580 -0.537
Cl 3.285 -0.126 0.031
H -0.003 -1.150 1.677
H -0.900 0.431 2.033
H -1.619 -1.733 0.185
H -2.432 -0.263 0.084
H -1.274 0.645 -1.477
H 0.766 -1.204 -0.573
H 1.976 1.523 -0.793
*
```

[4]
# C5H7ClN4O2

2 unconnected molecules or ions with the total composition C5H7ClN4O2 (ωB97M-V with the def2-TZVPD basis set, OMol25).

The relative energy (zero: lowest compared OMol25 entry of this formula, charge and spin) comes out at 189.4 kJ/mol. As for the LUMO energy (alpha / beta): -1.476 / -1.475 eV. The gap between HOMO and LUMO (alpha / beta) is 8.529 / 8.529 eV.

Geometry as ORCA input:
```
! wB97M-V def2-TZVPD RIJCOSX def2/J DEFGRID3
* xyz 0 1
C 0.164 -1.161 2.447
C 1.247 -0.534 0.562
C -1.268 -0.995 0.603
C -0.017 -0.591 -0.197
C 0.284 2.261 -0.832
N -1.005 -1.321 2.049
N 1.296 -0.730 1.784
N -0.738 1.271 -0.572
N -0.019 -1.041 -1.660
O 0.729 -0.607 -2.496
O -0.710 -2.026 -1.891
Cl 2.639 0.190 -0.227
H 0.426 -1.378 3.485
H -1.938 -0.169 0.750
H -1.629 -1.971 0.330
H -0.163 3.245 -1.256
H 0.775 2.536 0.072
H 1.078 2.007 -1.506
H -1.150 1.012 -1.446
*
```

[5]
# C5H7ClO

2 unconnected molecules or ions with the total composition C5H7ClO (ωB97M-V with the def2-TZVPD basis set, OMol25).

The relative energy (zero: lowest compared OMol25 entry of this formula, charge and spin) comes out at 206.6 kJ/mol. As for the LUMO energy: 0.653 eV. The gap between HOMO and LUMO is 11.080 eV.

Geometry as ORCA input:
```
! wB97M-V def2-TZVPD RIJCOSX def2/J DEFGRID3
* xyz 0 1
C 1.628 -0.710 -0.492
C 2.391 -0.199 0.610
O 2.265 -0.384 1.783
Cl 3.491 1.192 0.069
H 0.874 -0.082 -0.924
H 2.238 -0.884 -1.264
H 0.975 -1.584 -0.242
C -0.723 1.741 -1.148
C -1.206 1.225 -0.197
C -1.544 0.594 1.121
H -0.267 1.919 -2.076
H -2.584 0.809 1.386
H -1.248 -0.375 0.940
H -0.994 1.095 1.843
*
```

[6]
# C5H7ClS

C5H7ClS in the gas phase (ωB97M-V with the def2-TZVPD basis set, OMol25).

The relative energy (zero: lowest compared OMol25 entry of this formula, charge and spin) comes out at 230.2 kJ/mol. As for the LUMO energy: -0.233 eV. The gap between HOMO and LUMO is 8.576 eV.

Geometry as ORCA input:
```
! wB97M-V def2-TZVPD RIJCOSX def2/J DEFGRID3
* xyz 0 1
C -0.692 0.869 0.018
C 0.547 0.007 0.030
C 0.246 -1.430 0.167
C 1.656 0.743 0.078
C 3.300 0.042 -0.008
S 3.578 -1.337 -0.695
Cl 4.428 1.064 0.690
H -0.658 1.311 -0.944
H -1.750 0.720 0.344
H -0.428 1.687 0.792
H 0.087 -1.465 1.218
H -0.771 -1.669 -0.435
H 0.880 -2.217 -0.069
H 1.699 1.841 0.131
*
```

[7]
# C5H7ClS

C5H7ClS in the gas phase (ωB97M-V with the def2-TZVPD basis set, OMol25).

The relative energy (zero: lowest compared OMol25 entry of this formula, charge and spin) comes out at 129.5 kJ/mol. As for the LUMO energy: 0.419 eV. The gap between HOMO and LUMO is 8.426 eV.

Geometry as ORCA input:
```
! wB97M-V def2-TZVPD RIJCOSX def2/J DEFGRID3
* xyz 0 1
C 2.104 -1.987 1.381
S 1.663 -0.230 1.451
C 0.159 -0.224 0.681
C -0.226 0.712 -0.197
C -1.491 0.980 -0.910
C -1.842 1.996 -1.759
Cl -3.481 2.203 -2.154
H 2.741 -2.034 2.245
H 2.633 -2.222 0.447
H 1.073 -2.541 1.355
H -0.534 -1.014 0.853
H 0.658 1.229 -0.635
H -2.339 0.358 -0.721
H -1.118 2.772 -2.036
*
```

[8]
# C5H7CoO4

A molecular structure, C5H7CoO4 (ωB97M-V with the def2-TZVPD basis set, OMol25).

The expectation value of S² is 3.7620. The relative energy (zero: lowest compared OMol25 entry of this formula, charge and spin) comes out at 254.3 kJ/mol. As for the LUMO energy (alpha / beta): -4.752 / -4.761 eV. The gap between HOMO and LUMO (alpha / beta) is 8.222 / 8.721 eV.

Geometry as ORCA input:
```
! wB97M-V def2-TZVPD RIJCOSX def2/J DEFGRID3
* xyz 1 4
H 3.122 -0.667 -0.418
Co 2.420 2.324 -0.254
O 3.035 0.974 0.844
O 1.477 -0.728 0.724
C 0.198 -0.155 0.822
C -0.404 -0.072 -0.581
O 1.738 0.792 -0.991
C 2.425 0.079 0.013
H -0.403 -0.804 1.474
H 0.284 0.857 1.255
H -0.644 0.949 -0.894
H -0.032 -0.873 -1.234
H -2.496 -0.711 -1.505
O -3.653 0.566 1.012
C -2.083 -0.728 -0.485
C -2.966 -0.035 0.347
H -2.017 -1.767 -0.129
*
```

[9]
# C5H7F

C5H7F in the gas phase (ωB97M-V with the def2-TZVPD basis set, OMol25).

The relative energy (zero: lowest compared OMol25 entry of this formula, charge and spin) comes out at 124.8 kJ/mol. As for the LUMO energy: 0.970 eV. The gap between HOMO and LUMO is 10.547 eV.

Geometry as ORCA input:
```
! wB97M-V def2-TZVPD RIJCOSX def2/J DEFGRID3
* xyz 0 1
C -1.788 2.009 0.701
C -0.998 0.850 0.225
C -0.380 -0.190 0.063
C 0.460 -1.363 -0.054
C 1.714 -1.050 -0.859
F 2.370 -2.245 -1.074
H -2.872 2.016 0.514
H -1.669 1.951 1.797
H -1.527 2.988 0.370
H 0.860 -1.655 0.967
H -0.088 -2.235 -0.429
H 2.446 -0.438 -0.361
H 1.472 -0.639 -1.860
*
```

[10]
# C5H7F2IN2

2 unconnected molecules or ions with the total composition C5H7F2IN2 (ωB97M-V with the def2-TZVPD basis set, OMol25).

The relative energy (zero: lowest compared OMol25 entry of this formula, charge and spin) comes out at 151.0 kJ/mol. As for the LUMO energy: 0.667 eV. The gap between HOMO and LUMO is 8.623 eV.

Geometry as ORCA input:
```
! wB97M-V def2-TZVPD RIJCOSX def2/J DEFGRID3
* xyz 0 1
C -1.441 -1.297 -0.539
C -1.788 -0.231 0.282
C -0.270 -0.882 -1.141
C -0.939 2.021 0.711
C 2.371 -1.404 0.008
N 0.031 0.369 -0.835
N -0.894 0.756 0.092
F 3.478 -2.135 0.177
F 1.687 -1.485 1.131
I 3.108 0.887 0.088
H -1.951 -2.169 -0.726
H -2.607 -0.156 0.897
H 0.391 -1.494 -1.676
H -1.950 2.009 0.857
H -0.305 1.986 1.593
H -0.580 2.642 -0.059
H 1.658 0.585 -0.858
*
```

[11]
# C5H7F2N2OS

A gas-phase ion, C5H7F2N2OS (charge +1) (ωB97M-V with the def2-TZVPD basis set, OMol25).

The relative energy (zero: lowest compared OMol25 entry of this formula, charge and spin) comes out at 211.1 kJ/mol. As for the LUMO energy: -5.801 eV. The gap between HOMO and LUMO is 6.464 eV.

Geometry as ORCA input:
```
! wB97M-V def2-TZVPD RIJCOSX def2/J DEFGRID3
* xyz 1 1
C 0.296 -1.079 1.018
C -0.089 -0.715 -0.278
C 1.626 0.483 0.087
C 2.584 1.606 -0.076
C -1.352 -1.112 -1.146
N 0.712 0.193 -0.819
N 1.451 -0.303 1.149
O -2.533 -1.309 -0.316
F -2.611 0.771 1.020
F -4.219 0.521 -0.735
S -3.553 -0.437 0.372
H 0.008 -1.818 1.749
H 2.641 2.201 0.762
H 3.574 1.327 -0.421
H 2.128 2.311 -0.907
H -1.059 -1.925 -1.758
H -1.509 -0.298 -1.759
H 1.905 -0.417 2.059
*
```

[12]
# C5H7F3N2

C5H7F3N2 in the gas phase (ωB97M-V with the def2-TZVPD basis set, OMol25).

The relative energy (zero: lowest compared OMol25 entry of this formula, charge and spin) comes out at 229.6 kJ/mol. As for the LUMO energy: 0.903 eV. The gap between HOMO and LUMO is 9.931 eV.

Geometry as ORCA input:
```
! wB97M-V def2-TZVPD RIJCOSX def2/J DEFGRID3
* xyz 0 1
C -0.656 1.347 -1.417
N -0.286 0.832 -0.131
C 1.129 1.050 0.270
F 1.496 2.331 0.483
C 1.723 -0.157 0.236
F 2.947 -0.466 0.667
C 0.737 -1.210 0.011
F 1.002 -1.810 -1.193
N -0.596 -0.523 0.021
C -1.351 -0.862 1.176
H -1.783 1.553 -1.537
H -0.061 2.214 -1.609
H -0.428 0.496 -2.102
H 0.711 -1.916 0.780
H -1.988 -1.729 0.939
H -0.718 -1.250 2.011
H -1.877 0.101 1.395
*
```

[13]
# C5H7FLuO3

A molecular structure, C5H7FLuO3 (ωB97M-V with the def2-TZVPD basis set, OMol25).

The expectation value of S² is 0.7530. As for the LUMO energy (alpha / beta): -11.658 / -11.739 eV. The gap between HOMO and LUMO (alpha / beta) is 5.148 / 5.772 eV.

Geometry as ORCA input:
```
! wB97M-V def2-TZVPD RIJCOSX def2/J DEFGRID3
* xyz 2 2
C -1.772 -0.393 1.223
C -2.682 0.031 0.290
H -2.075 -0.084 2.235
H -0.804 -0.780 1.545
H -3.481 0.727 0.567
H -2.726 -0.366 -0.728
O 2.332 0.065 -0.092
C 2.290 1.373 0.287
C 1.453 -0.435 -1.081
O 3.284 1.825 0.821
O 1.185 1.994 0.093
C 0.356 -1.301 -0.545
H 2.080 -1.046 -1.750
H 1.013 0.365 -1.692
F 0.810 -2.355 0.154
H -0.421 -1.595 -1.264
Lu -0.843 1.976 -0.063
*
```

[14]
# C5H7FN2

C5H7FN2 in the gas phase (ωB97M-V with the def2-TZVPD basis set, OMol25).

The relative energy (zero: lowest compared OMol25 entry of this formula, charge and spin) comes out at 346.1 kJ/mol. As for the LUMO energy: 0.729 eV. The gap between HOMO and LUMO is 9.034 eV.

Geometry as ORCA input:
```
! wB97M-V def2-TZVPD RIJCOSX def2/J DEFGRID3
* xyz 0 1
F 1.125 -1.332 -2.341
C 0.250 -2.112 -1.686
C -0.613 -1.065 -0.768
N 0.442 -0.103 -0.080
C 0.973 -0.084 1.213
C 1.931 0.965 1.248
N 1.939 1.632 0.064
C 1.059 0.959 -0.714
H -0.631 -2.387 -1.828
H 0.863 -2.815 -1.050
H -1.332 -0.383 -1.203
H -1.159 -1.591 -0.059
H 0.541 -0.696 1.982
H 2.566 1.208 2.112
H 1.161 1.145 -1.682
*
```

[15]
# C5H7FNO2

A gas-phase ion, C5H7FNO2 (charge -1) (ωB97M-V with the def2-TZVPD basis set, OMol25).

The relative energy (zero: lowest compared OMol25 entry of this formula, charge and spin) comes out at 286.4 kJ/mol. As for the LUMO energy: 3.956 eV. The gap between HOMO and LUMO is 8.364 eV.

Geometry as ORCA input:
```
! wB97M-V def2-TZVPD RIJCOSX def2/J DEFGRID3
* xyz -1 1
O 0.985 -2.480 -2.017
C 0.090 -2.204 -1.234
O -1.093 -2.552 -1.080
C 0.513 -0.926 -0.248
N 1.938 -1.418 0.396
F 2.576 -0.297 1.072
C 0.456 0.569 -0.766
C -0.931 0.662 0.090
C -0.507 -0.531 0.840
H 2.548 -1.630 -0.413
H 0.322 0.607 -1.833
H 1.201 1.277 -0.392
H -1.068 1.563 0.654
H -1.618 0.616 -0.721
H 0.064 0.068 1.543
H -0.994 -1.421 1.216
*
```

[16]
# C5H7FO

2 unconnected molecules or ions with the total composition C5H7FO (ωB97M-V with the def2-TZVPD basis set, OMol25).

The relative energy (zero: lowest compared OMol25 entry of this formula, charge and spin) comes out at 365.5 kJ/mol. As for the LUMO energy (alpha / beta): -0.513 / -0.512 eV. The gap between HOMO and LUMO (alpha / beta) is 8.310 / 8.312 eV.

Geometry as ORCA input:
```
! wB97M-V def2-TZVPD RIJCOSX def2/J DEFGRID3
* xyz 0 1
C -0.071 1.968 0.642
C 0.354 0.883 0.037
C -1.949 0.015 -0.156
C 0.647 -1.618 -0.089
C 1.283 -0.172 -0.267
O -2.708 0.381 0.642
F -2.458 -0.472 -1.374
H 0.536 2.752 0.990
H -1.110 2.047 0.895
H -0.170 -1.612 0.692
H 0.202 -1.889 -1.032
H 1.620 -2.167 0.116
H 1.579 -0.156 -1.295
H 2.245 0.040 0.198
*
```

[17]
# C5H7FO

C5H7FO in the gas phase (ωB97M-V with the def2-TZVPD basis set, OMol25).

The relative energy (zero: lowest compared OMol25 entry of this formula, charge and spin) comes out at 461.6 kJ/mol. As for the LUMO energy (alpha / beta): 0.381 / 0.775 eV. The gap between HOMO and LUMO (alpha / beta) is 7.192 / 8.648 eV.

Geometry as ORCA input:
```
! wB97M-V def2-TZVPD RIJCOSX def2/J DEFGRID3
* xyz 0 1
C -1.723 -0.016 0.044
C -0.443 0.888 0.062
C -0.785 -1.215 -0.080
C 2.386 0.445 -0.392
C 0.376 -0.342 0.001
O 1.573 -0.580 -0.159
F 3.613 0.110 0.203
H -2.227 -0.128 0.980
H -2.429 0.298 -0.683
H -0.291 1.403 -0.863
H -0.438 1.643 0.840
H -0.725 -1.822 0.989
H -0.976 -2.032 -0.898
H 2.089 1.348 -0.045
*
```

[18]
# C5H7FO

C5H7FO in the gas phase (ωB97M-V with the def2-TZVPD basis set, OMol25).

The relative energy (zero: lowest compared OMol25 entry of this formula, charge and spin) comes out at 205.6 kJ/mol. As for the LUMO energy: 0.962 eV. The gap between HOMO and LUMO is 9.807 eV.

Geometry as ORCA input:
```
! wB97M-V def2-TZVPD RIJCOSX def2/J DEFGRID3
* xyz 0 1
C -2.706 1.196 0.493
C -1.416 1.098 0.205
O -0.605 0.194 0.796
C 0.562 -0.213 0.161
C 1.476 -0.628 1.198
C 0.694 -0.360 -1.177
F 1.739 -1.133 -1.660
H -3.061 0.480 1.218
H -3.158 2.116 0.227
H -0.912 1.668 -0.646
H 2.536 -0.741 0.842
H 0.921 -1.534 1.627
H 1.400 0.346 1.904
H -0.197 -0.252 -1.875
*
```

[19]
# C5H7FO2

A molecular structure, C5H7FO2 (ωB97M-V with the def2-TZVPD basis set, OMol25).

The relative energy (zero: lowest compared OMol25 entry of this formula, charge and spin) comes out at 134.4 kJ/mol. As for the LUMO energy: 0.564 eV. The gap between HOMO and LUMO is 11.186 eV.

Geometry as ORCA input:
```
! wB97M-V def2-TZVPD RIJCOSX def2/J DEFGRID3
* xyz 0 1
C 2.447 0.701 -0.502
C 1.182 -0.012 -1.280
C -0.018 0.567 -0.623
C -1.394 -0.517 0.225
C -0.341 0.411 0.824
H 2.432 0.657 0.692
H 3.327 0.188 -0.955
H 2.586 1.784 -0.762
H 1.254 -1.155 -1.184
H 1.236 0.435 -2.395
H -0.300 1.418 -1.054
H -0.779 1.312 1.480
O -1.171 -0.164 -1.037
O -2.216 -1.204 0.734
F 0.675 -0.067 1.637
*
```

[20]
# C5H7FO3

C5H7FO3 in the gas phase (ωB97M-V with the def2-TZVPD basis set, OMol25).

The relative energy (zero: lowest compared OMol25 entry of this formula, charge and spin) comes out at 98.6 kJ/mol. As for the LUMO energy: 0.754 eV. The gap between HOMO and LUMO is 10.534 eV.

Geometry as ORCA input:
```
! wB97M-V def2-TZVPD RIJCOSX def2/J DEFGRID3
* xyz 0 1
C -2.450 0.153 0.091
C -0.959 -0.392 0.512
O -0.327 -0.299 1.554
O -0.469 -0.977 -0.496
C 0.921 -1.250 -0.593
C 1.835 -0.137 0.009
O 2.817 -0.417 0.535
C 1.260 1.379 0.129
F 0.139 1.526 -0.535
H -2.662 -0.837 -0.617
H -2.605 0.888 -0.610
H -3.010 0.385 0.960
H 1.211 -2.220 -0.154
H 0.987 -1.365 -1.738
H 2.176 1.973 -0.224
H 1.135 1.590 1.178
*
```

no.,total energy (Eh)
1,-654.7322
2,-2070.3142
3,-809.3584
4,-1024.1875
5,-730.0551
6,-1052.9859
7,-1053.0243
8,-1878.0373
9,-294.5060
10,-801.4925
11,-977.0421
12,-603.7227
13,-1754.9758
14,-403.9750
15,-499.7620
16,-369.6598
17,-369.6232
18,-369.7207
19,-444.9823
20,-520.2308